1.
ORCA calculation (wB97M-V/def2-TZVPD) on the ion C3H9N2O with charge +1.

CARTESIAN COORDINATES (ANGSTROEM)
C  1.609  0.034  -0.111
C  0.532  -0.427  0.864
C  -0.810  0.064  0.406
N  -1.670  0.533  1.325
O  -1.169  -0.157  -0.751
N  1.206  -0.063  -1.600
H  2.593  -0.397  0.047
H  1.805  1.105  0.008
H  0.584  -1.517  0.909
H  0.851  -0.064  1.840
H  -2.602  0.635  0.965
H  -1.610  0.676  2.319
H  0.166  -0.203  -1.536
H  1.713  -0.816  -2.061
H  1.581  0.758  -2.071

Values from the calculation:
- lowest unoccupied orbital energy (eV) = -3.288
- HOMO energy (Eh) = -0.5488
- charge = +1
- SMILES string = NC(=O)CC[NH3+]

2.
ORCA calculation (wB97M-V/def2-TZVPD) on a cluster of 4 separate species, C3H9N2O in total.

CARTESIAN COORDINATES (ANGSTROEM)
C  -0.602  1.075  1.648
C  -0.115  -2.230  -1.305
C  -0.127  -0.328  1.836
N  1.667  -1.194  -2.654
N  0.899  -1.608  -1.959
O  -0.299  -1.207  0.986
H  0.122  1.829  1.928
H  -1.072  1.211  0.624
H  -1.281  1.046  2.571
H  -0.340  -1.607  -0.386
H  0.369  -3.234  -0.921
H  -0.999  -2.233  -1.943
H  0.231  -0.686  2.779
H  1.073  4.848  -1.809
H  0.473  4.318  -1.393

Values from the calculation:
- lowest unoccupied orbital energy (eV) = -5.056
- HOMO energy (Eh) = -0.5379
- charge = +1

3.
ORCA calculation (wB97M-V/def2-TZVPD) on the ion C3H9N2O with charge +1.

CARTESIAN COORDINATES (ANGSTROEM)
C  0.097  0.236  0.287
C  -1.092  0.172  2.401
C  0.518  -0.675  -1.268
N  -0.653  -0.451  1.095
N  1.303  0.353  -1.875
O  0.546  1.380  0.331
H  -2.022  -0.326  2.547
H  -0.323  -0.061  3.192
H  -1.145  1.242  2.267
H  -0.308  -0.819  -1.985
H  0.924  -1.648  -0.904
H  -1.067  -1.237  0.648
H  1.477  1.070  -0.944
H  0.660  0.852  -2.538
H  2.254  0.254  -2.411

Values from the calculation:
- lowest unoccupied orbital energy (eV) = -3.405
- HOMO energy (Eh) = -0.5473
- charge = +1
- SMILES string = CNC(=O)C[NH3+]

4.
ORCA calculation (wB97M-V/def2-TZVPD) on a cluster of 2 separate species, C3H9N2O in total.

CARTESIAN COORDINATES (ANGSTROEM)
C  -2.477  -0.816  0.221
C  2.988  0.691  0.573
C  -1.918  0.218  -0.654
N  -0.714  0.322  -0.961
N  2.034  0.194  -0.245
O  2.098  -1.048  -0.469
H  -3.211  -0.308  0.905
H  -3.311  -1.468  -0.265
H  -1.853  -1.647  0.625
H  3.787  -0.074  0.783
H  2.364  1.253  1.347
H  3.565  1.405  0.026
H  1.606  -1.370  -1.241
H  -2.573  1.086  -0.910
H  -0.468  0.966  -1.688

Values from the calculation:
- lowest unoccupied orbital energy (alpha / beta) (eV) = -7.456 / -7.456
- HOMO energy (alpha / beta) (Eh) = -0.4864 / -0.4864
- charge = +1

5.
ORCA calculation (wB97M-V/def2-TZVPD) on a structure of composition C3H9N2O2.

CARTESIAN COORDINATES (ANGSTROEM)
C  -2.509  1.512  -1.617
C  -1.255  1.362  -0.882
C  1.977  0.372  0.451
N  -0.687  2.416  -1.207
N  0.678  -2.628  1.474
O  -1.815  2.665  -2.004
O  0.625  -0.036  0.503
H  -2.367  0.795  -2.369
H  -3.602  1.632  -1.366
H  2.555  -0.329  -0.263
H  2.484  0.279  1.350
H  1.681  1.313  0.125
H  1.127  -3.515  1.452
H  0.947  -2.257  2.406
H  -0.270  -2.604  1.344
H  0.431  -0.977  0.601

Values from the calculation:
- lowest unoccupied orbital energy (alpha / beta) (eV) = -8.374 / -8.517
- HOMO energy (alpha / beta) (Eh) = -0.5144 / -0.5126
- charge = +1

6.
ORCA calculation (wB97M-V/def2-TZVPD) on a structure of composition C3H9N2O2.

CARTESIAN COORDINATES (ANGSTROEM)
C  0.330  1.061  0.434
C  0.685  -0.942  0.391
C  -1.812  -0.460  -0.418
N  1.345  0.220  0.874
N  -0.303  -0.072  -0.347
O  0.695  2.134  -0.314
O  1.345  -1.819  -0.269
H  -0.403  1.389  1.125
H  0.082  -1.551  1.377
H  -2.300  -0.255  0.478
H  -2.419  -0.033  -1.202
H  -1.850  -1.555  -0.607
H  2.184  0.329  0.302
H  0.049  0.208  -1.312
H  0.069  2.913  -0.218
H  2.303  -1.567  -0.295

Values from the calculation:
- lowest unoccupied orbital energy (eV) = -3.073
- HOMO energy (Eh) = -0.5585
- charge = +1

7.
ORCA calculation (wB97M-V/def2-TZVPD) on a cluster of 2 separate species, C3H9N2O2S in total.

CARTESIAN COORDINATES (ANGSTROEM)
N  0.494  -0.840  1.179
C  0.466  0.496  0.605
C  0.674  0.491  -0.903
S  2.079  -0.600  -1.386
C  -0.900  1.099  0.984
N  -1.200  1.186  2.318
O  -1.784  1.321  0.171
H  0.916  -0.787  2.088
H  0.970  -1.458  0.526
H  1.246  1.130  1.034
H  -0.237  0.101  -1.356
H  0.895  1.490  -1.266
H  -0.538  0.886  3.010
H  -2.182  1.306  2.523
H  -0.880  -2.081  -1.134
H  -2.168  -1.193  -1.165
O  -1.745  -1.975  -1.544

Values from the calculation:
- lowest unoccupied orbital energy (eV) = 3.494
- HOMO energy (Eh) = -0.1012
- charge = -1

8.
ORCA calculation (wB97M-V/def2-TZVPD) on a cluster of 2 separate species, C3H9N2O2S in total.

CARTESIAN COORDINATES (ANGSTROEM)
N  -1.029  0.425  0.878
C  -0.753  -0.179  -0.508
C  -0.011  0.763  -1.522
S  -0.858  2.423  -1.489
C  0.050  -1.516  -0.158
N  -0.454  -2.423  0.838
O  1.236  -1.582  -0.372
H  -1.981  -0.048  1.141
H  -0.918  1.404  0.926
H  -1.734  -0.501  -1.059
H  0.996  0.865  -1.137
H  -0.045  0.437  -2.566
H  -1.353  -2.291  1.204
H  0.211  -2.960  1.236
H  1.486  2.171  0.964
H  2.696  1.020  0.724
O  2.461  1.992  0.899

Values from the calculation:
- lowest unoccupied orbital energy (eV) = 3.559
- HOMO energy (Eh) = -0.1003
- charge = -1

9.
ORCA calculation (wB97M-V/def2-TZVPD) on a cluster of 2 separate species, C3H9N2O3 in total.

CARTESIAN COORDINATES (ANGSTROEM)
C  -1.115  0.070  -0.645
O  -0.816  -1.272  -0.333
C  -2.609  0.183  -0.902
N  -3.013  1.601  -1.037
H  -0.843  0.737  0.171
H  -0.558  0.413  -1.563
H  0.061  -1.277  0.164
H  -2.924  -0.438  -1.761
H  -3.137  -0.187  -0.027
H  -4.023  1.701  -1.122
H  -2.566  2.039  -1.853
N  3.175  0.033  1.365
C  1.941  -0.203  0.730
O  1.343  -1.278  1.082
O  1.568  0.640  -0.121
H  3.511  0.997  1.336
H  3.289  -0.438  2.236

Values from the calculation:
- lowest unoccupied orbital energy (eV) = 3.916
- HOMO energy (Eh) = -0.1698
- charge = -1

10.
ORCA calculation (wB97M-V/def2-TZVPD) on a cluster of 2 separate species, C3H9N2O3 in total.

CARTESIAN COORDINATES (ANGSTROEM)
C  -1.579  0.547  -0.060
N  -0.823  -0.612  0.383
C  -0.914  -0.871  1.802
O  -2.216  -1.435  2.064
H  -2.543  0.550  0.433
H  -1.828  0.419  -1.107
H  -1.079  1.481  0.126
H  0.161  -0.585  0.016
H  -0.149  -1.600  2.048
H  -0.770  0.027  2.466
H  -2.323  -2.154  1.369
N  2.897  0.849  -2.037
C  1.811  0.602  -1.147
O  1.680  -0.602  -0.826
O  1.073  1.581  -0.827
H  3.128  1.759  -2.338
H  3.473  0.043  -2.365

Values from the calculation:
- lowest unoccupied orbital energy (eV) = 3.963
- HOMO energy (Eh) = -0.1634
- charge = -1

11.
ORCA calculation (wB97M-V/def2-TZVPD) on a structure of composition C3H9N2O6P2.

CARTESIAN COORDINATES (ANGSTROEM)
C  0.309  2.345  -0.430
C  -1.278  1.443  -2.089
C  0.020  1.164  -1.218
N  -0.591  -1.713  -0.876
N  -1.579  0.091  2.519
O  0.119  -2.843  -0.425
O  -1.054  0.251  1.405
O  -1.193  -0.757  3.366
O  0.526  -2.395  2.034
O  2.570  -2.927  0.562
O  1.383  -0.869  0.199
P  0.047  -0.391  -0.431
P  1.114  -2.413  0.735
H  -0.593  2.567  0.261
H  1.193  2.224  0.128
H  0.292  3.182  -1.086
H  -2.098  1.890  -1.507
H  -1.499  0.549  -2.587
H  -1.029  2.245  -2.849
H  0.740  1.017  -2.004
H  -0.438  -1.311  3.109
H  3.039  -3.351  1.185

Values from the calculation:
- lowest unoccupied orbital energy (eV) = -4.654
- HOMO energy (Eh) = -0.5339
- charge = +1

12.
ORCA calculation (wB97M-V/def2-TZVPD) on a cluster of 2 separate species, C3H9N2OP in total.

CARTESIAN COORDINATES (ANGSTROEM)
C  -2.456  0.437  -1.958
C  -1.321  0.216  -1.368
C  -1.168  0.335  0.120
N  2.184  -1.840  0.215
N  0.589  0.820  2.187
O  1.459  0.913  -0.257
P  0.461  0.088  0.659
H  -2.650  0.444  -3.043
H  -3.312  0.626  -1.258
H  -0.428  -0.002  -1.883
H  -2.069  0.143  0.728
H  1.907  -2.705  0.702
H  2.553  -1.193  0.887
H  0.863  0.094  2.928
H  1.494  1.398  2.121
H  1.895  0.225  -0.781

Values from the calculation:
- lowest unoccupied orbital energy (alpha / beta) (eV) = -0.563 / -0.286
- HOMO energy (alpha / beta) (Eh) = -0.2895 / -0.2755
- charge = 0

Across the entries above, ΔE to the lowest compared entry with this formula, charge and spin takes the values 0.2963, 5.3716, 2.0875, 6.7446, 10.8298, 3.6692, 1.1768, 2.5283, 0.3594, 0.7211, 0.0000, 4.2577 eV, respectively.
Across the entries above, maximum force takes the values 2.4, 5.5, 4.1, 4.1, 4.3, 6.4, 1.2, 5.5, 1.0, 1.9, 5.8, 3.3 eV/A, respectively.